{"formula": "C31H44N8O3PTc", "method": "ωB97M-V/def2-TZVPD", "homo_energy_ev": [-10.9, -10.9], "total_energy_ha": -2293.4502, "multiplicity": 2, "charge": 1, "orbital_gap_ev": [8.278, 6.892], "s_squared": 0.760, "species": ["Tc", "C", "C", "N", "C", "C", "N", "C", "C", "N", "H", "H", "H", "H", "H", "H", "H", "H", "H", "H", "H", "H", "H", "H", "H", "O", "C", "N", "C", "C", "O", "N", "C", "C", "C", "C", "C", "C", "C", "C", "C", "C", "C", "C", "H", "H", "H", "H", "H", "H", "H", "H", "H", "H", "H", "C", "C", "P", "C", "C", "C", "C", "H", "H", "H", "H", "H", "H", "H", "H", "H", "H", "H", "H", "H", "H", "H", "N", "C", "N", "C", "N", "C", "C", "O", "H", "H", "H"], "coordinates": [[-0.6223, -1.1190, -0.2882], [0.7529, -3.5991, -1.6118], [1.7457, -2.9554, -0.6597], [0.9995, -2.4040, 0.4958], [0.4855, -3.4389, 1.4451], [-0.9596, -3.1498, 1.8455], [-1.7374, -2.7886, 0.6317], [-1.9785, -3.9646, -0.2662], [-1.7066, -3.5916, -1.7250], [-0.4807, -2.7692, -1.7725], [1.1978, -3.7817, -2.5894], [0.4453, -4.5673, -1.2171], [2.4900, -3.6840, -0.3331], [2.2619, -2.1261, -1.1307], [1.6073, -1.7700, 1.0045], [0.5538, -4.4080, 0.9498], [1.1270, -3.4884, 2.3231], [-1.3878, -4.0236, 2.3425], [-1.0073, -2.2871, 2.5104], [-2.6435, -2.4551, 0.9321], [-1.3394, -4.7858, 0.0507], [-3.0068, -4.3080, -0.1522], [-1.6043, -4.4827, -2.3486], [-2.5326, -2.9981, -2.1049], [-0.4150, -2.2828, -2.6585], [-1.4546, -0.1730, 2.8894], [-0.4855, 0.4329, 2.4519], [0.1546, 1.4652, 3.0409], [1.3821, 1.8174, 2.3404], [1.3862, 0.7142, 1.2597], [2.3403, 0.4306, 0.5702], [0.1576, 0.1141, 1.2505], [2.5731, 1.7448, 3.2870], [2.8442, 2.8458, 4.0955], [3.8524, 2.7902, 5.0451], [4.6062, 1.6347, 5.1922], [4.3457, 0.5381, 4.3859], [3.3321, 0.5903, 3.4392], [1.3006, 3.1475, 1.5991], [2.4236, 3.5843, 0.8989], [2.3731, 4.7601, 0.1687], [1.2064, 5.5143, 0.1415], [0.0890, 5.0807, 0.8371], [0.1299, 3.8933, 1.5565], [-0.0649, 1.7544, 3.9791], [2.2732, 3.7586, 3.9689], [4.0550, 3.6545, 5.6641], [5.3995, 1.5923, 5.9270], [4.9411, -0.3607, 4.4842], [3.1641, -0.2641, 2.7969], [3.3320, 2.9942, 0.9201], [3.2479, 5.0909, -0.3759], [1.1731, 6.4398, -0.4192], [-0.8229, 5.6643, 0.8200], [-0.7537, 3.5475, 2.0776], [-0.2180, -0.8634, -4.5278], [-1.6033, -0.8150, -3.8771], [-1.8538, -0.0291, -2.2065], [-3.6952, 0.1264, -2.2430], [-4.4811, -1.1783, -2.3232], [-1.2789, 1.6673, -2.6561], [-0.9389, 2.7284, -1.6224], [-0.3353, -1.1755, -5.5660], [0.4867, -1.5666, -4.0749], [0.2783, 0.1038, -4.5319], [-2.0785, -1.7984, -3.8973], [-2.2394, -0.1898, -4.5115], [-3.9293, 0.7440, -3.1135], [-3.9958, 0.7138, -1.3761], [-4.3519, -1.6695, -3.2889], [-5.5463, -0.9835, -2.2011], [-4.1924, -1.8837, -1.5413], [-2.0553, 2.0289, -3.3375], [-0.3955, 1.4859, -3.2672], [-1.8086, 3.0594, -1.0618], [-0.5157, 3.5871, -2.1450], [-0.1956, 2.3707, -0.9109], [0.7427, -0.2393, -1.5381], [1.7408, 0.0315, -2.0969], [2.7021, 0.3082, -2.8608], [3.9394, 0.4936, -2.3942], [5.0343, 0.6214, -2.0537], [-3.6127, -0.5444, 1.0059], [-2.3088, 0.0319, 0.4484], [-2.2209, 1.2250, 0.3362], [-4.2838, 0.2989, 1.1553], [-3.4284, -1.0032, 1.9763], [-4.1072, -1.2549, 0.3368]], "forces_ev_per_a": [[0.3, 0.7, -1.1], [0.0, 0.0, 0.1], [-0.1, 0.1, 0.1], [-0.3, -0.1, 0.2], [-0.1, 0.0, -0.2], [0.3, 0.0, 0.0], [0.3, -0.2, 0.0], [0.0, 0.2, -0.2], [0.0, 0.0, 0.3], [-0.2, 0.0, 0.3], [0.1, 0.0, 0.0], [0.0, 0.0, -0.1], [0.0, 0.0, 0.0], [0.1, 0.0, 0.0], [0.1, 0.2, -0.2], [0.0, 0.0, 0.1], [0.0, 0.0, 0.1], [0.0, 0.0, 0.1], [-0.1, 0.0, 0.0], [0.1, 0.1, 0.1], [0.0, 0.0, 0.0], [0.0, 0.0, 0.0], [-0.1, -0.1, 0.0], [0.0, 0.0, -0.1], [-0.1, -0.1, 0.0], [0.1, 0.1, 0.0], [-0.1, 0.1, 0.2], [0.0, 0.0, -0.2], [0.1, -0.1, 0.1], [0.3, 0.2, 0.1], [0.1, -0.1, 0.0], [-0.7, -0.7, 0.0], [-0.1, 0.0, 0.0], [0.0, 0.0, 0.0], [0.0, 0.0, 0.0], [0.0, 0.0, 0.0], [0.0, 0.0, 0.0], [0.0, 0.0, 0.0], [-0.1, 0.0, -0.1], [0.0, 0.0, 0.0], [0.0, 0.0, 0.0], [0.0, 0.0, 0.0], [0.0, 0.0, 0.0], [0.0, -0.1, 0.0], [0.1, 0.0, 0.0], [0.0, 0.0, 0.0], [0.0, 0.0, 0.0], [0.0, 0.0, 0.0], [0.0, 0.0, 0.0], [0.0, 0.0, 0.0], [0.0, 0.0, 0.0], [0.0, 0.0, 0.0], [0.0, 0.0, 0.0], [0.0, 0.0, 0.0], [0.0, 0.0, 0.0], [0.0, -0.1, 0.0], [-0.1, 0.1, 0.0], [-0.1, 0.1, -0.1], [0.1, 0.0, 0.0], [0.0, -0.1, 0.0], [0.0, -0.1, 0.0], [0.0, 0.0, 0.1], [0.0, 0.0, 0.0], [0.0, 0.1, 0.0], [0.0, 0.0, 0.0], [0.0, 0.0, 0.0], [0.0, 0.0, 0.0], [0.0, 0.0, 0.0], [0.0, 0.0, 0.0], [0.0, 0.0, 0.0], [0.0, 0.0, 0.0], [0.0, 0.0, -0.1], [0.0, 0.0, 0.0], [0.0, 0.0, 0.0], [0.0, 0.0, 0.0], [0.0, 0.0, 0.0], [0.0, 0.0, 0.0], [0.0, -0.1, 0.3], [-0.1, 0.1, -0.2], [-0.1, 0.0, 0.1], [0.1, -0.1, 0.1], [-0.1, 0.1, -0.1], [0.0, -0.1, 0.0], [-0.3, 0.0, -0.1], [0.0, -0.1, 0.2], [0.0, 0.0, 0.1], [0.0, 0.0, 0.0], [0.2, 0.1, 0.0]], "mulliken_spin": [1.01, 0.00, 0.00, 0.02, -0.01, 0.01, 0.01, 0.00, 0.00, 0.04, 0.00, 0.00, 0.00, 0.00, 0.00, 0.00, 0.00, 0.00, 0.00, 0.00, 0.00, 0.00, 0.00, 0.00, -0.01, 0.00, 0.02, 0.01, 0.00, 0.03, 0.02, -0.06, -0.01, 0.00, 0.00, 0.00, 0.00, 0.00, 0.00, 0.00, 0.00, 0.00, 0.00, 0.00, 0.00, 0.00, 0.00, 0.00, 0.00, 0.00, 0.00, 0.00, 0.00, 0.00, 0.00, 0.00, 0.00, 0.00, 0.00, 0.00, 0.00, 0.00, 0.00, 0.00, 0.00, 0.00, 0.00, 0.00, 0.00, 0.00, 0.00, 0.00, 0.00, 0.00, 0.00, 0.00, 0.00, -0.07, 0.05, 0.03, -0.01, 0.01, -0.02, -0.08, 0.02, 0.00, 0.00, 0.00]}